#P
Below is a single C5H8O2 molecule, with properties calculated with wB97M-V/def2-TZVPD.

The geometry in XYZ format:
```
15
Properties=species:S:1:pos:R:3
C 0.912 -0.103 -0.596
C -0.271 -0.292 -1.574
C -1.258 -0.083 -0.404
C -0.080 0.244 0.548
O -0.129 1.600 0.933
C 0.006 -0.654 1.766
O 0.165 -1.852 1.705
H 0.748 1.859 1.243
H 1.602 0.713 -0.835
H 1.474 -1.020 -0.401
H -0.321 -1.272 -2.053
H -0.335 0.475 -2.349
H -1.940 0.765 -0.496
H -1.813 -0.980 -0.117
H -0.104 -0.127 2.740
```

The structure (SMILES) is O=CC1(O)CCC1. The value obtained for the HOMO-LUMO gap is 10.339 eV. The LUMO energy is 0.67 eV. As for the HOMO energy: -0.355 Ha.

#Q
Below is a single C5H8O2 molecule, with properties calculated with wB97M-V/def2-TZVPD.

The geometry in XYZ format:
```
15
Properties=species:S:1:pos:R:3
C 2.058 -0.688 -0.686
C 2.160 0.066 0.409
C 0.837 -0.159 -0.141
C -0.872 -1.899 -0.383
C -0.180 1.840 0.423
O -0.115 -1.223 0.583
O 0.122 0.942 -0.556
H 2.560 -1.057 -1.517
H 2.839 0.606 1.042
H -1.542 -2.490 0.299
H -0.271 -2.502 -1.072
H -1.487 -1.181 -1.021
H 0.748 2.140 0.891
H -0.885 1.481 1.265
H -0.515 2.696 -0.052
```

The structure (SMILES) is COC1(OC)C=C1. The value obtained for the HOMO-LUMO gap is 10.540 eV. The LUMO energy is 1.04 eV. As for the HOMO energy: -0.349 Ha.

Least stable = #Q

#P
Below is a molecular structure, C5H8O2, with properties calculated with wB97M-V/def2-TZVPD.

The geometry in XYZ format:
```
15
Properties=species:S:1:pos:R:3
C 0.153 1.330 1.352
C 0.676 0.094 0.665
O 0.242 -1.084 1.352
C 0.028 -1.269 -0.002
C -1.210 -0.927 -0.712
C -0.325 0.265 -1.028
O 0.435 -0.038 -2.138
H -0.938 1.320 1.376
H 0.532 1.359 2.382
H 0.476 2.222 0.811
H 1.754 0.095 0.482
H 0.768 -1.868 -0.530
H -1.426 -1.577 -1.559
H -2.077 -0.707 -0.092
H 0.909 0.770 -2.366
```

The value obtained for the HOMO-LUMO gap is 8.904 eV. The LUMO energy is 0.94 eV. As for the HOMO energy: -0.293 Ha.

#Q
Below is a single C5H8O2 molecule, with properties calculated with wB97M-V/def2-TZVPD.

The geometry in XYZ format:
```
15
Properties=species:S:1:pos:R:3
C -0.757 -1.403 -0.167
C 0.031 -0.113 0.102
C 1.427 -0.398 0.598
C -0.136 1.067 -0.907
C -0.878 1.722 0.249
O -1.311 2.799 0.531
O -0.761 0.649 1.077
H -1.749 -1.213 -0.594
H -0.232 -2.118 -0.812
H -0.921 -1.898 0.799
H 1.988 0.531 0.717
H 1.384 -0.923 1.556
H 1.945 -1.040 -0.124
H 0.655 1.721 -1.308
H -0.684 0.615 -1.718
```

The structure (SMILES) is CC1(C)CC(=O)O1. The value obtained for the HOMO-LUMO gap is 11.181 eV. The LUMO energy is 0.74 eV. As for the HOMO energy: -0.384 Ha.

Least stable = #P

#P
Below is a molecular structure, C5H8O2, with properties calculated with wB97M-V/def2-TZVPD.

The geometry in XYZ format:
```
15
Properties=species:S:1:pos:R:3
C 1.952 -0.394 0.470
C 0.902 0.671 0.308
O 0.745 1.254 -0.973
C -0.321 0.476 -0.488
C -1.741 0.923 -0.314
O -2.151 -0.224 -0.953
C -0.939 -0.739 -1.106
H 1.849 -0.875 1.448
H 1.870 -1.154 -0.311
H 2.949 0.055 0.415
H 0.829 1.398 1.119
H -1.682 -0.516 1.416
H -2.213 1.847 -0.633
H -0.798 -1.814 -1.108
H -1.352 -1.194 1.359
```

The value obtained for the HOMO-LUMO gap (alpha / beta) is 7.933 / 8.554 eV. The LUMO energy (alpha / beta) is -0.02 / 0.27 eV. As for the HOMO energy (alpha / beta): -0.292 / -0.304 Ha.

#Q
Below is a single C5H8O2 molecule, with properties calculated with wB97M-V/def2-TZVPD.

The geometry in XYZ format:
```
15
Properties=species:S:1:pos:R:3
C -0.361 1.528 1.098
C 0.774 0.674 0.581
O 0.848 -0.684 0.926
C 0.199 -1.687 0.118
C -0.295 -0.994 -1.143
O -1.127 0.092 -0.706
C -0.307 1.137 -0.337
H -1.131 1.018 1.669
H -0.174 2.566 1.353
H 1.754 1.130 0.459
H -0.620 -2.137 0.693
H 0.955 -2.473 -0.032
H 0.611 -0.650 -1.669
H -1.003 -1.375 -1.870
H -0.122 1.855 -1.140
```

The structure (SMILES) is C1CO[C@@H]2C[C@@H]2O1. The value obtained for the HOMO-LUMO gap is 10.254 eV. The LUMO energy is 1.10 eV. As for the HOMO energy: -0.336 Ha.

Least stable = #P

#P
Below is a single C4H6N2 molecule, with properties calculated with wB97M-V/def2-TZVPD.

The geometry in XYZ format:
```
12
Properties=species:S:1:pos:R:3
C 0.457 -0.866 1.417
C 0.177 0.112 0.381
C 0.829 1.143 -0.285
N 0.363 1.336 -1.635
C -0.698 0.506 -1.700
N -0.997 0.140 -0.421
H 0.628 -1.838 0.971
H -0.463 -1.203 1.942
H 1.236 -0.765 2.142
H 1.887 1.544 -0.001
H -1.543 0.448 -2.500
H -1.876 -0.558 -0.312
```

The structure (SMILES) is Cc1cnc[nH]1. The value obtained for the HOMO-LUMO gap is 9.281 eV. The LUMO energy is 0.80 eV. As for the HOMO energy: -0.312 Ha.

#Q
Below is a single C4H6N2 molecule, with properties calculated with wB97M-V/def2-TZVPD.

The geometry in XYZ format:
```
12
Properties=species:S:1:pos:R:3
C 1.392 -0.271 0.170
C -0.029 0.284 0.242
C -1.151 -0.669 -0.263
N -0.835 0.027 1.319
C -0.126 1.629 -0.398
N -0.183 2.681 -0.877
H 1.752 -0.319 -0.863
H 1.405 -1.267 0.621
H 2.063 0.379 0.739
H -1.762 -0.169 -1.014
H -0.730 -1.635 -0.533
H -1.848 -0.835 0.622
```

The value obtained for the HOMO-LUMO gap is 9.860 eV. The LUMO energy is 0.46 eV. As for the HOMO energy: -0.345 Ha.

#R
Below is a single C4H6N2 molecule, with properties calculated with wB97M-V/def2-TZVPD.

The geometry in XYZ format:
```
12
Properties=species:S:1:pos:R:3
N -0.607 -1.014 -1.660
C 0.084 -0.502 -0.526
C -0.321 -0.664 0.775
C 0.109 0.481 1.484
C 0.777 1.288 0.594
N 0.764 0.671 -0.632
H -0.627 -2.032 -1.638
H -1.491 -0.717 -1.253
H -0.931 -1.497 1.110
H -0.072 0.688 2.528
H 1.282 2.230 0.739
H 1.033 1.068 -1.520
```

The structure (SMILES) is Nc1ccc[nH]1. The value obtained for the HOMO-LUMO gap is 9.098 eV. The LUMO energy is 1.07 eV. As for the HOMO energy: -0.295 Ha.

#S
Below is a single C4H6N2 molecule, with properties calculated with wB97M-V/def2-TZVPD.

The geometry in XYZ format:
```
12
Properties=species:S:1:pos:R:3
C -1.959 -0.359 0.132
C -0.544 0.007 -0.070
C 0.105 1.138 -0.074
N 1.863 0.623 0.045
C 1.602 -0.630 -0.211
N 0.364 -0.954 -0.412
H -2.574 0.509 0.337
H -2.051 -1.032 0.982
H -2.302 -0.874 -0.760
H 0.308 2.140 0.078
H 2.850 0.845 0.237
H 2.338 -1.414 -0.286
```

The structure (SMILES) is Cc1c[nH]cn1. The value obtained for the HOMO-LUMO gap is 9.727 eV. The LUMO energy is 1.09 eV. As for the HOMO energy: -0.318 Ha.

Least stable = #Q